[1]
7 unconnected molecules or ions with the total composition C15H42ClO10, computed with wB97M-V/def2-TZVPD.

Computed properties:
**Gap between HOMO and LUMO**: 9.93 eV
**2S+1**: 1
**Energy above the lowest of the compared OMol25 structures with the same formula, charge and spin**: 0.0 kcal/mol
**Charge**: -1
**DFT total energy**: -49229.3407 eV

Last column: Löwdin charge in e.
Atoms and positions in Å:
1 Cl 1.761 -8.040 22.812  0.6597
2 O 0.376 -7.669 22.612  -0.3777
3 O 1.938 -9.432 22.397  -0.3736
4 O 2.594 -7.185 21.998  -0.3531
5 O 2.110 -7.877 24.195  -0.3552
6 O 3.004 -10.528 19.618  -0.1044
7 H 2.624 -9.884 18.975  0.0071
8 H 2.751 -10.166 20.495  0.0038
9 C -1.899 -4.612 23.786  -0.0517
10 C -2.307 -6.024 24.114  -0.5290
11 C -1.674 -6.493 25.411  -0.0476
12 O -3.720 -6.064 24.212  -0.0536
13 H -1.867 -4.010 24.693  0.0747
14 H -2.646 -4.188 23.110  0.0766
15 H -0.952 -4.616 23.253  0.0852
16 H -1.889 -6.652 23.315  0.0957
17 H -0.618 -6.748 25.270  0.0767
18 H -2.162 -7.401 25.774  0.0764
19 H -1.696 -5.693 26.156  0.0758
20 H -3.970 -6.975 24.406  0.0828
21 C 3.936 -7.274 29.379  -0.0664
22 C 3.374 -7.579 27.998  -0.4737
23 C 4.291 -7.091 26.886  -0.0609
24 O 3.243 -9.034 27.933  -0.0743
25 H 4.058 -6.201 29.494  0.0729
26 H 4.884 -7.797 29.474  0.0791
27 H 3.255 -7.657 30.141  0.0749
28 H 2.371 -7.163 27.832  0.1344
29 H 3.868 -7.294 25.899  0.0585
30 H 5.236 -7.641 26.918  0.0839
31 H 4.485 -6.022 26.993  0.0772
32 H 2.843 -9.266 27.085  0.0655
33 C 0.423 -6.259 18.163  -0.0551
34 C 0.659 -7.735 18.370  -0.4873
35 C 0.265 -8.613 17.215  -0.0525
36 O 2.056 -8.002 18.642  -0.0778
37 H 0.816 -5.701 19.013  0.0812
38 H -0.652 -6.045 18.093  0.0744
39 H 0.863 -5.905 17.226  0.0806
40 H 0.099 -8.064 19.260  0.1253
41 H 0.809 -8.316 16.311  0.0836
42 H -0.801 -8.535 16.999  0.0818
43 H 0.518 -9.644 17.452  0.0808
44 H 2.295 -7.538 19.467  0.0860
45 C -0.293 -11.163 24.566  -0.0542
46 C 1.000 -11.281 25.336  -0.5273
47 C 0.873 -12.152 26.554  -0.0620
48 O 2.057 -11.772 24.521  -0.0489
49 H -0.174 -10.614 23.623  0.0665
50 H -1.068 -10.672 25.153  0.0758
51 H -0.628 -12.142 24.189  0.0875
52 H 1.330 -10.273 25.641  0.1185
53 H 0.069 -11.734 27.170  0.0796
54 H 1.778 -12.138 27.156  0.0762
55 H 0.558 -13.158 26.274  0.0804
56 H 2.102 -11.147 23.781  0.0558
57 C -2.761 -6.892 20.661  -0.0628
58 C -3.268 -8.288 21.110  -0.4447
59 C -4.652 -8.544 20.549  -0.0661
60 O -2.382 -9.336 20.608  -0.0656
61 H -3.188 -6.071 21.264  0.0733
62 H -2.971 -6.648 19.617  0.0741
63 H -1.687 -6.744 20.838  0.0648
64 H -3.192 -8.282 22.205  0.1209
65 H -4.638 -8.614 19.458  0.0808
66 H -5.283 -7.664 20.734  0.0798
67 H -5.156 -9.419 20.963  0.0740
68 H -1.475 -9.070 20.817  0.0623

Atomic forces in eV per Å
Cl -0.1 0.1 -0.7
O -0.2 -0.1 0.0
O 0.0 0.4 0.3
O 0.0 -0.2 -0.1
O 0.0 -0.2 0.3
O -0.5 0.6 0.0
H 0.4 -0.4 0.8
H 0.1 -0.2 -0.7
C -0.5 0.2 -0.4
C 1.0 -0.2 0.2
C 0.6 -0.1 0.1
O -0.4 -0.2 -0.3
H 0.1 0.2 -0.1
H 0.1 0.1 0.0
H 0.2 0.1 0.2
H -0.6 -0.2 0.0
H -0.1 0.0 -0.2
H 0.0 0.1 0.1
H -0.3 -0.2 0.2
H 0.0 0.1 0.0
C -0.6 -0.3 -0.4
C 0.0 -1.0 -0.5
C 0.1 -0.3 -0.1
O 0.0 0.7 0.1
H 0.1 0.1 0.1
H 0.2 0.1 0.1
H 0.1 0.1 0.0
H 0.1 0.2 0.3
H -0.1 0.2 0.1
H 0.0 0.1 0.2
H 0.0 0.0 -0.1
H 0.1 0.1 0.0
C -0.5 0.2 -0.3
C 0.4 -0.4 0.9
C 0.1 0.1 -0.4
O -0.3 0.5 0.0
H 0.1 0.1 -0.1
H 0.1 -0.1 0.1
H 0.2 0.0 0.2
H 0.0 0.1 -0.2
H 0.0 -0.1 0.1
H 0.0 0.0 0.1
H -0.1 -0.1 -0.1
H -0.1 -0.3 -0.3
C -0.2 -0.2 -1.1
C 0.7 0.7 -0.2
C -0.6 0.3 0.3
O -0.2 -0.1 -0.3
H 0.2 0.3 0.4
H -0.1 -0.1 0.0
H -0.1 0.0 0.6
H -0.4 0.0 0.2
H 0.1 -0.1 0.0
H 0.1 -0.3 -0.1
H 0.3 -0.1 0.0
H 0.2 -0.1 -0.1
C 0.1 0.5 0.5
C 1.4 0.4 -0.9
C -0.5 0.5 0.2
O -0.6 0.7 0.2
H -0.3 -0.5 -0.1
H 0.0 -0.3 0.0
H 0.0 -0.5 -0.1
H -0.5 -0.2 -0.1
H 0.3 -0.3 0.1
H 0.1 -0.2 0.3
H 0.2 0.0 0.0
H -0.1 -0.1 0.1

***

[2]
A molecular structure, C15H42ClO10, computed with wB97M-V/def2-TZVPD.

Computed properties:
**Gap between HOMO and LUMO**: 9.25 eV
**2S+1**: 1
**Energy above the lowest of the compared OMol25 structures with the same formula, charge and spin**: 230.2 kcal/mol
**Charge**: -1
**DFT total energy**: -49219.3596 eV

Last column: Löwdin charge in e.
Atoms and positions in Å:
1 Cl -0.226 0.557 -0.073  0.8314
2 O 0.090 1.975 -0.038  -0.2529
3 O -0.961 0.124 -1.235  -0.2874
4 O 0.953 -0.269 -0.150  -0.2952
5 O -0.977 0.308 1.111  -0.3722
6 O -0.984 -2.034 1.005  -0.0836
7 H -1.245 -1.160 1.294  -0.0499
8 H -0.128 -1.906 0.595  -0.0187
9 C 1.880 1.863 -3.421  -0.0199
10 C 0.338 2.139 -3.373  -0.4607
11 C -0.435 0.928 -3.824  -0.0624
12 O -0.003 2.541 -2.070  -0.0971
13 H 2.095 1.413 -4.391  0.0760
14 H 2.031 1.200 -2.569  0.0590
15 H 2.358 2.819 -3.206  0.0731
16 H 0.106 3.014 -3.980  0.1254
17 H -1.497 1.060 -4.031  0.0890
18 H -0.287 -0.014 -3.297  0.0287
19 H -0.094 0.755 -4.845  0.0808
20 H -0.325 1.775 -1.590  -0.0154
21 C -0.822 -2.698 -3.425  -0.0392
22 C 0.166 -1.979 -2.524  -0.4416
23 C 0.384 -2.699 -1.166  -0.0581
24 O 1.510 -1.971 -3.053  -0.0708
25 H -0.533 -3.697 -3.749  0.0730
26 H -0.860 -2.138 -4.360  0.0678
27 H -1.859 -2.816 -3.110  0.0812
28 H -0.171 -0.968 -2.297  0.0455
29 H -0.454 -2.651 -0.471  0.0420
30 H 1.173 -2.304 -0.527  0.0634
31 H 0.664 -3.733 -1.371  0.0949
32 H 2.225 -1.977 -2.413  0.0474
33 C -3.782 0.429 2.269  -0.0824
34 C -3.009 1.748 2.036  -0.4658
35 C -3.084 2.147 0.583  -0.0456
36 O -3.700 2.749 2.724  -0.0414
37 H -4.821 0.575 2.566  0.0908
38 H -3.438 -0.194 3.095  -0.0126
39 H -3.696 -0.302 1.465  0.0992
40 H -1.956 1.735 2.319  0.1017
41 H -2.637 3.137 0.492  0.0897
42 H -4.080 2.228 0.148  0.0895
43 H -2.405 1.563 -0.039  0.0427
44 H -3.865 2.360 3.586  0.0812
45 C 3.565 1.169 0.052  -0.0410
46 C 3.766 -0.328 -0.300  -0.3749
47 C 3.826 -1.207 0.982  -0.0492
48 O 2.663 -0.882 -1.081  -0.1552
49 H 3.686 1.852 -0.789  0.0691
50 H 4.267 1.563 0.787  0.0743
51 H 2.563 1.355 0.438  0.0585
52 H 4.708 -0.475 -0.829  0.1221
53 H 3.159 -0.774 1.727  0.0572
54 H 4.860 -1.177 1.327  0.0660
55 H 3.515 -2.245 0.867  0.0765
56 H 1.822 -0.424 -1.009  -0.0937
57 C -1.863 -0.575 3.623  -0.0634
58 C -0.476 0.094 3.990  -0.3490
59 C 0.673 -0.794 3.663  -0.0794
60 O -0.215 1.372 3.277  -0.0903
61 H -1.930 -0.832 2.566  0.0381
62 H -2.727 0.049 3.854  0.0459
63 H -2.004 -1.580 4.020  0.1059
64 H -0.415 0.292 5.060  0.1297
65 H 1.585 -0.701 4.252  0.0790
66 H 0.884 -0.822 2.594  0.0601
67 H 0.474 -1.838 3.903  0.0811
68 H -0.025 1.276 2.340  0.0317

Atomic forces in eV per Å
Cl -0.5 1.1 -0.1
O 0.3 -2.4 2.6
O -1.3 1.9 1.2
O -3.2 1.8 4.4
O 0.1 0.6 0.1
O -0.8 -1.7 1.4
H 0.1 -0.4 -0.2
H 0.2 0.3 0.8
C -2.0 0.4 0.4
C 0.5 0.2 0.4
C -0.1 -0.3 -2.0
O -0.2 0.8 -2.2
H 0.6 0.1 0.2
H 0.5 -0.3 -0.4
H 0.4 -0.1 -0.3
H 0.0 -0.1 -0.5
H -0.3 0.4 0.8
H 0.1 1.1 -0.5
H 0.3 -0.3 -0.3
H -0.1 1.2 -1.7
C 0.3 0.1 -1.2
C 2.0 -1.5 2.7
C -0.8 -0.9 -0.1
O -1.2 -0.2 -2.9
H 0.5 -0.1 0.4
H -0.1 0.2 -0.2
H 0.1 0.5 0.7
H 0.5 -1.4 -0.4
H -0.4 -1.2 -2.1
H 0.4 -0.1 -0.9
H -0.2 -0.2 0.0
H -0.4 0.4 0.7
C -1.2 -0.7 -0.4
C -1.1 -1.1 -1.3
C 1.0 0.7 -0.7
O -0.4 1.0 1.3
H -0.4 0.6 -0.9
H -2.5 0.8 -2.2
H -0.3 0.3 -0.5
H -0.6 -0.1 0.3
H -0.1 0.3 0.1
H -0.1 -0.4 0.2
H -0.9 -0.1 0.0
H -0.1 0.4 0.3
C 0.0 -0.1 -0.3
C -1.8 -0.8 0.6
C 0.3 1.0 -0.1
O 6.1 -0.8 -1.7
H -0.1 -0.3 -0.4
H 0.2 -0.5 0.2
H 0.1 -0.1 0.1
H -0.2 0.1 -0.4
H 0.1 0.0 0.2
H 0.0 -0.1 0.5
H 0.1 0.1 -0.5
H 1.2 0.5 -1.0
C 2.9 -0.1 1.1
C -0.1 0.3 -1.5
C 0.8 -2.1 -0.1
O -0.4 -0.1 2.6
H 0.1 0.6 0.9
H 2.6 -0.1 2.1
H 0.3 0.0 0.9
H -0.4 0.5 -0.1
H 0.1 1.1 -0.2
H 0.2 0.2 0.1
H -0.6 -0.3 -0.1
H -0.1 -0.6 0.3

***

[3]
A molecular structure, C15H42F3O10SSn, computed with wB97M-V/def2-TZVPD.

Computed properties:
**Gap between HOMO and LUMO (spin up / spin down)**: 5.72 / 5.88 eV
**2S+1**: 2
**Energy above the lowest of the compared OMol25 structures with the same formula, charge and spin**: 5.5 kcal/mol
**DFT total energy**: -61523.7953 eV

Last column: Löwdin charge in e.
Atoms and positions in Å:
1 Sn 5.148 -1.971 -3.896  1.0377
2 C 2.169 0.024 0.504  -0.6347
3 F 1.837 1.253 0.932  0.1080
4 F 3.158 -0.463 1.220  0.1665
5 F 1.072 -0.737 0.592  0.1239
6 S 2.621 0.375 -1.323  0.5380
7 O 1.374 0.639 -2.089  -0.3395
8 O 3.278 1.667 -1.266  -0.2908
9 O 3.395 -0.769 -1.808  -0.4831
10 C -0.237 -3.209 -3.727  -0.0920
11 C 0.538 -2.172 -4.506  -0.2870
12 O 1.898 -1.987 -4.071  -0.1637
13 H 0.200 -4.137 -3.358  0.0721
14 H -1.156 -3.447 -4.263  0.0833
15 H -0.455 -2.819 -2.733  0.0468
16 H -0.032 -1.271 -4.732  0.1134
17 H 0.594 -2.601 -5.507  0.1009
18 H 1.975 -1.225 -3.492  0.0111
19 C 0.810 -0.086 4.180  -0.0729
20 C 1.003 -1.572 4.338  -0.3368
21 O 2.202 -2.058 4.899  -0.0669
22 H 1.552 0.379 3.532  0.0543
23 H 0.841 0.448 5.130  0.0804
24 H -0.189 0.013 3.753  0.0547
25 H 0.969 -2.116 3.395  0.1001
26 H 0.108 -1.877 4.880  0.1106
27 H 2.619 -2.487 4.148  0.0718
28 C -3.568 -0.126 -2.193  -0.0615
29 C -2.165 0.228 -2.810  -0.2729
30 O -1.247 -0.627 -2.168  -0.1212
31 H -3.617 -1.128 -1.766  0.0615
32 H -4.334 0.032 -2.952  0.0588
33 H -3.948 0.509 -1.392  0.0552
34 H -1.832 1.188 -2.417  0.0935
35 H -2.119 0.257 -3.899  0.1032
36 H -0.373 -0.245 -2.276  0.0208
37 C -0.576 3.638 -1.083  -0.1077
38 C 0.170 4.192 -2.230  -0.3508
39 O 1.491 3.771 -2.158  -0.0643
40 H -1.645 3.584 -1.291  0.0744
41 H -0.351 4.309 -0.254  0.0621
42 H -0.246 2.665 -0.722  0.0652
43 H 0.014 5.259 -2.074  0.1145
44 H -0.292 3.845 -3.155  0.1074
45 H 1.578 2.870 -2.479  0.0422
46 C -1.775 -4.954 0.038  -0.0818
47 C -1.677 -3.510 0.587  -0.2243
48 O -1.618 -3.687 2.043  -0.1049
49 H -2.751 -5.385 0.261  0.0753
50 H -1.032 -5.646 0.434  0.0690
51 H -1.660 -5.096 -1.037  0.0621
52 H -2.467 -2.868 0.198  0.1059
53 H -0.757 -3.043 0.235  0.1014
54 H -1.074 -4.430 2.316  0.0941
55 C 1.598 4.117 2.481  -0.0542
56 C 3.160 4.062 2.226  -0.3174
57 O 3.633 5.063 1.385  -0.0698
58 H 1.329 3.107 2.792  0.0485
59 H 1.064 4.285 1.546  0.0504
60 H 1.342 4.897 3.199  0.0655
61 H 3.448 3.061 1.903  0.0955
62 H 3.723 4.200 3.149  0.0991
63 H 3.413 5.905 1.790  0.0818
64 C -2.047 0.480 1.492  -0.1002
65 C -2.975 -0.498 2.027  -0.3301
66 O -2.343 -1.343 2.992  -0.0883
67 H -2.651 1.080 0.812  0.0711
68 H -1.154 0.245 0.912  0.0645
69 H -1.748 1.139 2.307  0.0791
70 H -3.510 -1.031 1.241  0.1008
71 H -3.716 -0.024 2.671  0.1167
72 H -1.989 -2.140 2.590  0.0038

Atomic forces in eV per Å
Sn -1.3 0.5 0.7
C -1.0 1.3 -1.6
F 0.1 -0.6 0.5
F 0.0 -0.2 0.1
F 0.6 -0.3 0.1
S -0.9 3.4 -1.2
O 0.3 -2.0 0.8
O 1.1 -1.5 0.7
O 0.6 -0.9 -0.3
C -0.5 0.5 1.9
C 0.6 -1.7 -1.4
O 0.0 0.1 -0.2
H 0.9 -0.2 -1.2
H -0.1 0.1 0.2
H -0.8 0.5 -0.1
H 0.2 0.4 0.9
H 0.5 0.0 -0.3
H -0.3 0.3 0.4
C 0.5 0.2 -0.2
C -0.9 -0.4 -0.6
O 0.5 0.2 0.5
H 0.0 0.0 -0.1
H 0.0 -0.2 0.1
H 0.0 0.3 -0.1
H -0.8 0.5 -0.5
H 0.2 -0.6 0.5
H 0.4 0.0 0.5
C 0.0 0.7 -1.0
C -0.7 0.5 2.6
O 0.2 -1.2 -0.4
H 0.2 -0.2 -0.5
H -0.1 -0.5 -0.2
H 0.8 0.4 0.2
H -0.6 0.7 -0.6
H -0.1 -0.5 -0.1
H 0.5 0.1 0.2
C -0.8 -0.5 1.7
C -0.6 -0.9 -0.4
O 1.2 1.1 -0.3
H -0.2 0.2 0.3
H -0.5 -0.1 0.3
H 0.1 -0.2 -0.5
H 0.9 0.3 -0.9
H -0.1 0.3 -0.4
H -0.1 -0.2 0.2
C -0.5 0.0 -0.6
C 1.5 -2.5 0.1
O -0.9 1.1 -0.9
H -0.1 0.1 0.2
H 0.2 0.3 0.5
H 0.0 0.6 -0.2
H -0.4 -0.1 0.9
H 0.2 0.1 0.1
H 0.1 0.0 -0.5
C 1.7 -0.5 -0.6
C -1.1 0.0 1.4
O 0.2 0.4 -1.2
H -0.3 0.2 0.5
H 0.2 0.1 -0.1
H -0.1 -0.2 0.1
H 0.0 0.3 -0.7
H -0.4 -0.3 0.7
H 0.0 0.1 0.0
C 0.4 2.5 -0.8
C -0.3 -1.7 1.7
O -0.2 0.2 0.0
H 0.1 0.5 -0.2
H -0.2 -0.9 0.2
H 0.2 0.1 -0.1
H 0.0 -0.4 0.0
H -0.3 0.5 -0.5
H 0.1 -0.3 0.0

***

Question: Among the records above, which one has the highest 2S+1?
Answer: C15H42F3O10SSn

***

Question: 2S+1 of number 1 (C15H42ClO10)?
Answer: 1

***

Question: What is the formula in the third record?
Answer: C15H42F3O10SSn